Record 1
Here is one molecule with the formula C4H13N3 from OMol25. Energies are from the ωB97M-V functional and the def2-TZVPD basis.

## Properties
Kohn-Sham gap: 9.35 eV
SMILES: C[C@@H](N)CNCN
HOMO energy: -8.32 eV
Net charge: 0

Geometry (Å):
C 0.4387 1.8752 1.3195
C 0.1960 1.4039 -0.1110
N 0.6766 2.3323 -1.1927
C 0.6875 -0.0610 -0.2644
N -0.4644 -0.9481 0.0944
C -0.4173 -2.3680 -0.0804
N -1.5480 -3.1192 -0.6663
H 0.0440 2.8935 1.5272
H 0.0258 1.3525 2.1722
H 1.5208 2.0864 1.4044
H -0.8943 1.3269 -0.3424
H 1.7030 2.1668 -1.1038
H 0.8062 3.2119 -0.6712
H 0.9668 -0.2303 -1.3154
H 1.5799 -0.1944 0.3233
H -1.2080 -0.3007 0.2686
H -0.3570 -2.9182 0.8632
H 0.4469 -2.5833 -0.7105
H -2.2882 -3.1740 0.0205
H -1.9152 -2.7520 -1.5354

Record 2
Here is a 2-piece molecular cluster, C4H13N3 overall from OMol25. Energies are from the ωB97M-V functional and the def2-TZVPD basis.

## Properties
Kohn-Sham gap (spin up / spin down): 9.67 / 7.53 eV
HOMO energy (spin up / spin down): -8.65 / -7.03 eV
Net charge: 0

Geometry (Å):
C 0.7360 -0.3055 2.2909
C 1.9907 -0.2412 0.3259
C -0.2814 1.3195 -1.8375
C -1.6892 -0.6327 -1.2646
N -1.0412 0.9665 0.3512
N 0.6797 -0.6407 0.8298
N -1.2251 0.6661 -0.9633
H -0.2872 -0.6939 2.7184
H 1.6294 -0.8245 2.6961
H 0.6542 0.8151 2.5370
H 2.0033 0.8914 0.3271
H 2.8273 -0.8344 0.7062
H 1.8703 -0.4613 -0.7694
H 0.3507 0.5638 -2.2539
H -0.8305 1.7702 -2.8050
H 0.1667 2.1165 -1.3538
H -0.8520 -1.2824 -1.5355
H -2.3100 -0.9692 -0.5134
H -2.2293 -0.6444 -2.2277
H -1.5713 0.3184 0.9260

Record 3
Here is an isolated ion of composition C4H13N3 and charge +1 from OMol25. Energies are from the ωB97M-V functional and the def2-TZVPD basis.

## Properties
Spin multiplicity: 2
Kohn-Sham gap (spin up / spin down): 3.12 / 8.94 eV
HOMO energy (spin up / spin down): -6.53 / -12.39 eV
Net charge: +1

Geometry (Å):
C -0.2651 -1.8665 0.2645
C -0.8560 -0.5287 -0.1855
C -0.1576 0.7378 0.1696
C 0.7524 1.4792 -0.5285
N 1.3953 2.6813 -0.3781
N -0.6104 1.4313 1.4789
N 0.2534 -2.5664 -0.9016
H 0.4392 -1.7742 1.1288
H -1.0866 -2.4994 0.7796
H -0.9353 -0.6694 -1.2331
H -1.8890 -0.3574 0.2839
H 1.0514 0.9752 -1.4987
H 2.0896 2.9740 -1.0845
H 0.9430 3.5418 0.0846
H -1.4632 0.9557 2.0060
H -0.9515 2.3463 1.3641
H 0.2896 1.4554 2.0279
H -0.4438 -2.6081 -1.6860
H 0.9978 -2.0853 -1.3518
H 0.4470 -3.6227 -0.7403

Record 4
Here is an isolated ion of composition C4H13N3 and charge +2 from OMol25. Energies are from the ωB97M-V functional and the def2-TZVPD basis.

## Properties
Kohn-Sham gap: 11.84 eV
SMILES: N/C=[NH+]\CCC[NH3+]
HOMO energy: -18.72 eV
Net charge: +2

Geometry (Å):
N -0.5357 -1.3042 2.2529
C -1.3615 -1.5042 1.1638
N -1.5146 -0.5555 0.3106
C -0.8351 0.7465 0.3085
C 0.5851 0.6549 -0.1294
C 0.7992 0.6341 -1.6135
N 2.2462 1.0226 -1.9620
H -0.4836 -2.0351 3.1329
H -0.3577 -0.3217 2.4093
H -1.9431 -2.4737 1.2285
H -2.0802 -0.8758 -0.5878
H -1.5638 1.4354 -0.1907
H -0.6773 1.2555 1.3737
H 1.1476 -0.0978 0.5043
H 1.0882 1.6720 0.0484
H 0.7827 -0.2777 -2.2720
H -0.0283 1.1426 -2.0835
H 2.3559 1.9806 -2.5382
H 2.4927 0.2205 -2.5407
H 2.7692 1.0477 -1.0703

Record 5
Here is an isolated ion of composition C4H13N3 and charge +2 from OMol25. Energies are from the ωB97M-V functional and the def2-TZVPD basis.

## Properties
Kohn-Sham gap: 9.70 eV
SMILES: N/C(=C\[NH3+])CC[NH3+]
HOMO energy: -16.31 eV
Net charge: +2

Geometry (Å):
N 0.9169 -1.2101 -0.6750
C 0.4917 0.0866 -0.4249
C 0.5147 1.0655 -1.4291
N 1.2053 0.9708 -2.7817
C -0.0729 0.4055 0.9297
C -1.3701 -0.4600 1.2440
N -1.4890 -0.6152 2.8673
H 1.3801 -1.5173 -1.4797
H 0.7643 -2.0358 0.0164
H 0.0384 1.9379 -1.0766
H 2.1721 0.8092 -2.6939
H 0.7693 0.2773 -3.3412
H 1.1549 1.8634 -3.3343
H 0.7670 0.2118 1.7100
H -0.3659 1.4696 1.0239
H -2.2674 -0.0776 0.7570
H -1.4434 -1.5193 0.8784
H -2.2469 0.0444 3.1881
H -0.6819 -0.4078 3.4822
H -1.8534 -1.6598 3.0779

Record 6
Here is a 3-piece molecular cluster, C4H13N3 overall from OMol25. Energies are from the ωB97M-V functional and the def2-TZVPD basis.

## Properties
Kohn-Sham gap: 4.68 eV
HOMO energy: -16.99 eV
Net charge: +2

Geometry (Å):
C -2.5950 1.5993 0.3805
C -2.3148 0.6071 1.5735
C -2.7445 -0.7666 1.4341
N 4.1906 -1.2820 -0.3749
C 3.4055 -0.4945 -1.1097
N 2.1308 -0.5489 -1.2612
N -1.9476 1.0414 -0.8160
H -3.6697 1.4202 0.2990
H -2.0804 2.5170 0.6475
H -2.2414 1.0516 2.5763
H -1.3444 -0.0893 1.2235
H -3.8119 -0.9987 1.2730
H -2.2668 -1.5630 2.0032
H 5.1590 -1.0034 -0.2807
H 3.9093 -1.9073 0.3706
H 4.0140 0.1508 -1.7669
H 1.4880 -0.4550 -0.4393
H -0.1596 -0.5987 -0.0032
H -2.3813 1.2299 -1.7159
H -1.6856 0.0970 -0.5933

Taking the records one at a time from the top gives energy above the lowest of the compared OMol25 structures with the same formula, charge and spin values of 167.2; 532.3; 322.7; 230.2; 221.4; 1281.1 kJ/mol.